C2H4FNO | ωB97M-V with the def2-TZVPD basis set

Values from the calculation:
- E: -8390.0237 eV
- Gap between HOMO and LUMO: 11.19 eV
- ΔE to the lowest compared entry with this formula, charge and spin: 97.40 kcal per mole
- SMILES: C#[N+][O-].CF

Each line ends with the natural charge from an NBO analysis.
Cartesian coordinates (Å):
O1 -2.1124 1.2071 0.7619  -0.388
H1 -0.7106 -1.5951 1.5841  0.237
N1 -1.6985 0.1101 0.9784  0.210
C1 1.2250 0.3163 -0.8886  -0.116
H2 2.1255 0.6593 -1.3171  0.164
C2 -1.4856 -0.9744 1.3039  -0.059
F1 1.3157 -0.9984 -0.5802  -0.369
H3 0.9356 0.9314 -0.0610  0.167
H4 0.4054 0.3435 -1.7813  0.155